# 1
Computed, not measured: a cluster of 7 separate species, C56H52F4N3O27S in total in a non-equilibrium geometry, with ωB97M-V with the def2-TZVPD basis set.

Structure (ORCA input):
```
! RIJCOSX wB97M-V def2-TZVPD def2/J DEFGRID3
* xyz 1 1
C -5.45391 -2.68864 -2.79892
C -5.89462 -2.67961 -1.52467
C -5.04548 -3.19723 -0.29884
N -5.78461 -4.15651 0.55773
C -6.32520 -5.35879 -0.18271
F -7.58864 -5.06946 -0.73936
C -5.41450 -5.94324 -1.30198
C -6.31238 -7.01117 -2.09241
C -5.09345 -4.53312 1.85271
C -6.26964 -4.86690 2.88793
N -4.29405 -5.76746 1.79604
C -4.22890 -3.43293 2.54940
C -3.60699 -2.28793 1.67633
S -1.85766 -2.47417 1.21840
O -1.21345 -3.22360 2.30415
O -1.11531 -1.21340 1.13496
C -1.48807 -3.40903 -0.32972
F -1.89239 -2.82545 -1.49181
F -1.93444 -4.70691 -0.35452
F -0.12554 -3.48466 -0.40727
C -4.60286 -1.86848 0.48630
N -5.77948 -1.32496 1.22369
C -4.02194 -0.74176 -0.45609
C -5.00193 0.45016 -0.75728
O -5.28721 1.31504 0.02669
C -5.60547 0.54123 -2.20909
C -7.01516 0.34498 -2.48784
C -7.44706 0.40796 -3.87622
C -6.47222 0.64206 -4.91870
C -5.05664 0.85986 -4.64225
C -4.61016 0.80276 -3.26292
H -6.18988 -2.40690 -3.59020
H -4.39550 -2.94357 -3.03606
H -6.92145 -2.30537 -1.29353
H -4.11089 -3.60340 -0.75315
H -6.65250 -3.66148 0.84315
H -6.53720 -6.21075 0.51648
H -4.53837 -6.53827 -0.93004
H -5.07009 -5.22816 -2.08094
H -5.69807 -7.72116 -2.69002
H -7.01187 -7.53639 -1.38653
H -6.98393 -6.43635 -2.78886
H -5.77645 -4.92739 3.88722
H -7.01412 -4.02374 2.92651
H -6.74694 -5.85497 2.68527
H -4.87289 -6.59729 1.90874
H -3.71012 -5.82352 0.96246
H -4.88636 -2.92554 3.30849
H -3.45818 -3.96686 3.16917
H -3.62381 -1.37348 2.34232
H -5.54259 -0.46314 1.71946
H -6.59074 -1.23615 0.61740
H -3.10879 -0.27867 0.01194
H -3.68750 -1.11824 -1.46294
H -7.69579 0.13877 -1.63504
H -8.51700 0.24115 -4.14134
H -6.78398 0.66011 -5.99059
H -4.28276 1.03394 -5.42147
H -3.53584 0.93401 -2.98539
C 1.33372 1.63216 -2.41252
C 2.52874 2.20966 -2.24297
C 3.59606 1.56803 -1.41365
O 4.67625 2.12228 -1.30256
C 3.28955 0.29564 -0.76426
C 2.09356 -0.27814 -0.93148
C 1.03561 0.34914 -1.78242
O -0.03645 -0.21964 -1.92241
O 1.78404 -1.44715 -0.34319
O 2.82830 3.38879 -2.80810
H 0.55518 2.08465 -3.01123
H 4.06323 -0.14934 -0.15358
H 0.87149 -1.64242 -0.62244
H 3.74617 3.58700 -2.53407
C 6.63511 -1.36757 1.95944
C 6.56059 -0.08546 1.59249
C 7.36208 0.97163 2.28067
O 7.27636 2.12480 1.90063
C 8.21644 0.56765 3.39346
C 8.28891 -0.71249 3.76314
C 7.51021 -1.77325 3.05930
O 7.61918 -2.93174 3.41776
O 9.06767 -1.10768 4.78977
O 5.75975 0.31655 0.58372
H 6.06220 -2.14275 1.46854
H 8.77683 1.34409 3.89502
H 8.94543 -2.07421 4.85332
H 5.88793 1.28533 0.51590
C 4.15190 -0.33468 8.18703
C 5.26499 -0.08056 7.49105
C 5.21473 0.26731 6.03821
O 6.25168 0.50975 5.44707
C 3.90860 0.29648 5.38303
C 2.79668 0.03909 6.07805
C 2.84402 -0.28205 7.53730
O 1.80396 -0.49186 8.13412
O 1.58288 0.05716 5.49844
O 6.48024 -0.12504 8.06466
H 4.17430 -0.58531 9.23863
H 3.88732 0.53217 4.32763
H 0.95118 -0.15866 6.21119
H 7.11433 0.09663 7.35523
C -4.74216 3.49538 3.37125
C -5.23507 4.63645 3.86722
C -6.56332 4.68000 4.55324
O -6.96581 5.73232 5.00577
C -7.32926 3.43604 4.64465
C -6.83618 2.30044 4.14589
C -5.49663 2.25362 3.48482
O -5.07622 1.18835 3.05810
O -7.52383 1.14130 4.21575
O -4.56120 5.79191 3.77296
H -3.78261 3.44981 2.87487
H -8.29589 3.48235 5.12709
H -6.95398 0.47566 3.78935
H -5.12589 6.46169 4.20592
C 3.39188 6.33478 -4.78737
C 4.59403 5.90559 -4.39795
C 5.77531 5.95792 -5.30815
O 6.85509 5.57029 -4.89785
C 5.58108 6.46911 -6.66001
C 4.37701 6.89729 -7.05518
C 3.19857 6.87086 -6.13482
O 2.12562 7.28607 -6.52796
O 4.17091 7.37033 -8.29488
O 4.80154 5.40309 -3.16338
H 2.52930 6.30328 -4.13602
H 6.44196 6.48431 -7.31401
H 3.22563 7.61381 -8.32879
H 5.74954 5.16747 -3.13327
C 9.99159 2.31662 -3.38377
C 8.94705 2.94235 -3.94226
C 7.77670 2.17350 -4.47989
O 6.83370 2.77234 -4.96359
C 7.82070 0.71381 -4.40216
C 8.86674 0.09472 -3.84747
C 10.02101 0.86037 -3.28657
O 10.94381 0.25291 -2.77385
O 8.93023 -1.24671 -3.76695
O 8.90756 4.28261 -4.03997
H 10.84133 2.85654 -2.98953
H 6.97913 0.17003 -4.80883
H 9.77998 -1.44132 -3.32592
H 8.05307 4.51088 -4.48067
*
```

For the calculated total energy, the calculation gives -140359.9498 eV.

Löwdin atomic charge list, values in e, 8 entries: atom 1 (C): 0.05, atom 2 (C): -0.12, atom 3 (C): -0.16, atom 4 (N): 0.06, atom 5 (C): -0.24, atom 6 (F): 0.02, atom 7 (C): -0.15, atom 8 (C): -0.07


# 2
Computed, not measured: a cluster of 2 separate species, C2H4N2O in total in a non-equilibrium geometry, with ωB97M-V with the def2-TZVPD basis set.

Structure (ORCA input):
```
! RIJCOSX wB97M-V def2-TZVPD def2/J DEFGRID3
* xyz 0 1
C -3.30932 0.29264 0.30927
C 0.91358 -0.33703 -0.37905
N -1.21711 -0.75766 0.60027
N -0.48360 -0.08290 -0.01756
O -4.00869 -0.14891 -0.52388
H -3.61316 0.76929 1.25528
H 1.49762 -1.11740 0.15687
H 1.54108 0.44691 -0.10335
H 0.95399 -0.54742 -1.55643
*
```

For the calculated total energy, the calculation gives -7161.8660 eV.

natural (NBO) atomic charge list, values in e, 8 entries: atom 1 (C): 0.40, atom 2 (C): -0.49, atom 3 (N): -0.04, atom 4 (N): -0.15, atom 5 (O): -0.48, atom 6 (H): 0.11, atom 7 (H): 0.20, atom 8 (H): 0.22


# 3
Computed, not measured: an isolated molecule of C5H10O in a non-equilibrium geometry, with ωB97M-V with the def2-TZVPD basis set.

Structure (ORCA input):
```
! RIJCOSX wB97M-V def2-TZVPD def2/J DEFGRID3
* xyz 0 1
C 2.03601 0.24739 1.17928
C 0.93975 0.28489 0.15089
C -0.90492 -0.46681 -1.74101
C -1.69920 -0.50121 -0.57949
C -1.22097 0.20399 0.73377
O -0.18203 1.03408 0.64876
H 2.50028 1.22563 1.32087
H 2.79742 -0.46320 0.83858
H 1.62263 -0.11074 2.12606
H 1.27552 0.72122 -0.79466
H -0.47942 0.46784 -2.08982
H -0.60341 -1.37435 -2.25164
H -2.20823 -1.44011 -0.35439
H -2.46179 0.32229 -0.62577
H 0.56672 -0.73338 0.01428
H -1.97836 0.58246 1.42429
*
```

For the calculated total energy, the calculation gives -7390.0838 eV.

natural (NBO) atomic charge list, values in e, 8 entries: atom 1 (C): -0.62, atom 2 (C): -0.07, atom 3 (C): -0.39, atom 4 (C): -0.57, atom 5 (C): 0.11, atom 6 (O): -0.51, atom 7 (H): 0.21, atom 8 (H): 0.21